# 1
This record from the OMol25 dataset describes a cluster of 10 separate species, C36H82N11O11 in total. The level of theory is ωB97M-V/def2-TZVPD.

The lowest unoccupied orbital energy is 1.66 eV. The frontier orbital gap comes out at 3.2 eV. Its total charge is -1.

Atoms and positions in Å:
C (7.968, 0.088, 2.060)
C (6.419, -0.369, 1.970)
O (5.641, 0.486, 1.095)
C (4.305, 0.013, 1.042)
O (3.957, -0.960, 1.762)
C (3.184, 0.649, 0.109)
C (2.053, 1.261, 1.119)
C (0.652, 0.662, 0.634)
C (-0.578, 1.558, 1.138)
N (-0.128, 2.441, 2.297)
C (-1.758, 0.651, 1.783)
N (-2.177, -0.501, 0.935)
C (-3.366, -1.116, 1.617)
H (8.545, -0.120, 1.104)
H (8.422, -0.605, 2.857)
H (8.063, 1.163, 2.409)
H (6.044, -0.354, 3.053)
H (6.432, -1.415, 1.524)
H (2.707, -0.227, -0.459)
H (3.571, 1.417, -0.642)
H (2.138, 2.388, 1.049)
H (2.269, 0.926, 2.195)
H (0.582, -0.435, 0.968)
H (0.667, 0.687, -0.510)
H (-0.889, 3.085, 2.538)
H (0.139, 1.835, 3.095)
H (-1.493, 0.309, 2.845)
H (-2.673, 1.348, 1.872)
H (-2.512, -0.177, 0.019)
H (-3.018, -1.564, 2.600)
H (-3.813, -1.920, 0.946)
H (-4.135, -0.279, 1.822)
C (5.028, 0.104, -3.518)
C (4.520, 1.521, -3.505)
O (3.535, 1.851, -2.864)
N (5.198, 2.449, -4.240)
C (6.376, 2.257, -5.057)
H (4.388, -0.514, -2.889)
H (5.004, -0.295, -4.535)
H (6.045, 0.065, -3.120)
H (4.798, 3.375, -4.181)
H (7.168, 2.907, -4.678)
H (6.135, 2.550, -6.082)
H (6.720, 1.225, -5.048)
C (-3.904, 6.421, 1.343)
C (-2.997, 5.223, 1.239)
O (-3.329, 4.117, 1.647)
N (-1.772, 5.395, 0.670)
C (-1.200, 6.608, 0.134)
H (-4.840, 6.125, 1.818)
H (-3.435, 7.194, 1.955)
H (-4.129, 6.809, 0.347)
H (-1.220, 4.542, 0.635)
H (-0.964, 6.441, -0.920)
H (-0.275, 6.821, 0.675)
H (-1.874, 7.457, 0.222)
C (4.368, -2.744, 4.020)
C (5.408, -2.719, 5.107)
O (6.605, -2.614, 4.864)
N (4.983, -2.819, 6.398)
C (3.627, -2.949, 6.885)
H (4.855, -2.655, 3.051)
H (3.820, -3.689, 4.047)
H (3.682, -1.904, 4.138)
H (5.736, -2.795, 7.071)
H (3.417, -2.106, 7.548)
H (3.554, -3.878, 7.456)
H (2.899, -2.964, 6.078)
C (-6.403, 2.607, 2.128)
C (-7.287, 3.180, 1.055)
O (-7.834, 4.270, 1.169)
N (-7.469, 2.441, -0.076)
C (-6.913, 1.142, -0.396)
H (-6.349, 3.302, 2.966)
H (-6.817, 1.662, 2.490)
H (-5.393, 2.456, 1.740)
H (-8.073, 2.886, -0.752)
H (-6.327, 1.235, -1.312)
H (-7.739, 0.448, -0.571)
H (-6.280, 0.757, 0.400)
C (-4.942, 4.689, 6.477)
C (-4.436, 4.600, 5.060)
O (-5.069, 5.053, 4.114)
N (-3.236, 3.995, 4.849)
C (-2.347, 3.404, 5.825)
H (-5.907, 5.196, 6.485)
H (-5.074, 3.687, 6.892)
H (-4.244, 5.263, 7.090)
H (-2.963, 3.973, 3.873)
H (-1.384, 3.915, 5.767)
H (-2.208, 2.351, 5.570)
H (-2.737, 3.482, 6.839)
C (-2.660, -4.048, -0.997)
C (-3.541, -3.472, -2.073)
O (-4.109, -2.395, -1.944)
N (-3.693, -4.192, -3.218)
C (-3.103, -5.470, -3.548)
H (-2.633, -3.366, -0.148)
H (-3.060, -5.007, -0.659)
H (-1.642, -4.173, -1.374)
H (-4.295, -3.748, -3.896)
H (-2.504, -5.346, -4.452)
H (-3.909, -6.181, -3.748)
H (-2.475, -5.851, -2.747)
C (1.403, -2.424, -3.258)
C (0.995, -3.872, -3.222)
O (-0.030, -4.273, -3.764)
N (1.804, -4.744, -2.563)
C (3.045, -4.465, -1.867)
H (0.661, -1.854, -3.817)
H (1.454, -2.023, -2.243)
H (2.369, -2.318, -3.756)
H (1.466, -5.695, -2.582)
H (3.836, -5.061, -2.325)
H (2.926, -4.768, -0.824)
H (3.315, -3.412, -1.909)
C (-8.618, 4.033, -3.775)
C (-8.106, 3.938, -5.187)
O (-8.734, 4.381, -6.140)
N (-6.902, 3.335, -5.386)
C (-6.015, 2.754, -4.397)
H (-9.584, 4.537, -3.774)
H (-8.748, 3.034, -3.355)
H (-7.924, 4.614, -3.163)
H (-6.623, 3.308, -6.356)
H (-5.054, 3.268, -4.452)
H (-5.870, 1.700, -4.642)
H (-6.412, 2.839, -3.388)
C (7.559, -6.860, -1.614)
C (6.683, -6.315, -2.710)
O (6.095, -5.248, -2.601)
N (6.556, -7.050, -3.850)
C (7.165, -8.324, -4.167)
H (7.561, -6.166, -0.775)
H (7.173, -7.821, -1.268)
H (8.585, -6.972, -1.973)
H (5.954, -6.620, -4.538)
H (7.770, -8.201, -5.068)
H (6.369, -9.045, -4.368)
H (7.791, -8.693, -3.358)

Mulliken population analysis, charges in e, atoms 1 to 99: number 1, C, carries -1.19; number 2, C, carries 0.22; number 3, O, carries -0.35; number 4, C, carries -0.04; number 5, O, carries -0.59; number 6, C, carries 1.07; number 7, C, carries -0.45; number 8, C, carries -0.26; number 9, C, carries -0.65; number 10, N, carries -0.52; number 11, C, carries -0.38; number 12, N, carries -0.01; number 13, C, carries -0.57; number 14, H, carries 0.30; number 15, H, carries 0.31; number 16, H, carries 0.32; number 17, H, carries 0.11; number 18, H, carries 0.20; number 19, H, carries -0.43; number 20, H, carries 0.04; number 21, H, carries 0.32; number 22, H, carries 0.18; number 23, H, carries 0.01; number 24, H, carries 0.13; number 25, H, carries 0.21; number 26, H, carries 0.21; number 27, H, carries 0.22; number 28, H, carries -0.25; number 29, H, carries 0.25; number 30, H, carries 0.27; number 31, H, carries 0.19; number 32, H, carries 0.06; number 33, C, carries -0.98; number 34, C, carries 0.74; number 35, O, carries -0.66; number 36, N, carries -0.19; number 37, C, carries -0.85; number 38, H, carries 0.02; number 39, H, carries 0.41; number 40, H, carries 0.37; number 41, H, carries 0.26; number 42, H, carries 0.28; number 43, H, carries 0.28; number 44, H, carries 0.33; number 45, C, carries -1.55; number 46, C, carries 0.91; number 47, O, carries -0.54; number 48, N, carries 0.01; number 49, C, carries -1.06; number 50, H, carries 0.23; number 51, H, carries 0.39; number 52, H, carries 0.45; number 53, H, carries 0.16; number 54, H, carries 0.31; number 55, H, carries 0.30; number 56, H, carries 0.41; number 57, C, carries -1.00; number 58, C, carries 0.66; number 59, O, carries -0.67; number 60, N, carries -0.16; number 61, C, carries -0.83; number 62, H, carries 0.07; number 63, H, carries 0.50; number 64, H, carries 0.37; number 65, H, carries 0.24; number 66, H, carries 0.27; number 67, H, carries 0.28; number 68, H, carries 0.34; number 69, C, carries -0.60; number 70, C, carries 0.63; number 71, O, carries -0.71; number 72, N, carries -0.03; number 73, C, carries -0.61; number 74, H, carries -0.02; number 75, H, carries 0.54; number 76, H, carries 0.04; number 77, H, carries 0.16; number 78, H, carries 0.17; number 79, H, carries 0.31; number 80, H, carries 0.14; number 81, C, carries -1.61; number 82, C, carries 1.03; number 83, O, carries -0.56; number 84, N, carries 0.12; number 85, C, carries -1.03; number 86, H, carries 0.32; number 87, H, carries 0.36; number 88, H, carries 0.40; number 89, H, carries -0.07; number 90, H, carries 0.30; number 91, H, carries 0.27; number 92, H, carries 0.44; number 93, C, carries -0.61; number 94, C, carries 0.78; number 95, O, carries -0.65; number 96, N, carries -0.17; number 97, C, carries -0.77; number 98, H, carries -0.04; number 99, H, carries 0.39



# 2
This record from the OMol25 dataset describes a cluster of 2 separate species, C9H14 in total. The level of theory is ωB97M-V/def2-TZVPD.

The lowest unoccupied orbital energy is 0.99 eV. The frontier orbital gap comes out at 10.0 eV. Its total charge is 0. The value obtained for the relative energy (zero: lowest compared OMol25 entry of this formula, charge and spin) is 53.4 kcal/mol.

Atoms and positions in Å:
C (-0.558, 0.901, -3.210)
C (-0.937, 0.649, -1.655)
C (-0.527, -0.303, -0.736)
C (-0.972, -0.250, 0.599)
C (-1.703, 0.834, 1.041)
C (-2.173, 1.865, 0.164)
C (-1.764, 1.736, -1.136)
H (-1.478, 1.140, -3.745)
H (0.169, 0.183, -3.814)
H (0.033, 1.926, -3.228)
H (0.049, -1.250, -1.054)
H (-0.638, -1.029, 1.420)
H (-1.988, 0.916, 2.143)
H (-2.843, 2.737, 0.624)
H (-2.150, 2.617, -1.712)
C (1.973, -2.225, 1.444)
C (2.470, -0.931, 2.131)
H (1.113, -2.575, 2.164)
H (1.772, -2.134, 0.388)
H (2.693, -2.957, 1.439)
H (1.605, -0.708, 2.823)
H (2.415, -0.137, 1.281)
H (3.439, -1.005, 2.631)

From a Mulliken analysis of the wavefunction, the atomic charges in e read: number 1, C, carries -1.07; number 2, C, carries 0.34; number 3, C, carries -0.09; number 4, C, carries -0.31; number 5, C, carries -0.18; number 6, C, carries -0.63; number 7, C, carries -0.07; number 8, H, carries 0.30; number 9, H, carries 0.29; number 10, H, carries 0.26; number 11, H, carries 0.21; number 12, H, carries 0.20; number 13, H, carries 0.26; number 14, H, carries 0.25; number 15, H, carries 0.21; number 16, C, carries -0.83; number 17, C, carries -0.53; number 18, H, carries 0.23; number 19, H, carries 0.12; number 20, H, carries 0.39; number 21, H, carries 0.16; number 22, H, carries 0.18; number 23, H, carries 0.31



# 3
This record from the OMol25 dataset describes the molecule C8H6ClNO2. The level of theory is ωB97M-V/def2-TZVPD.

The lowest unoccupied orbital energy (spin up / spin down) is -0.57 / -1.46 eV. The frontier orbital gap (spin up / spin down) comes out at 7.8 / 6.4 eV. Its total charge is 0. The value obtained for the relative energy (zero: lowest compared OMol25 entry of this formula, charge and spin) is 57.8 kcal/mol.

Atoms and positions in Å:
C (-1.248, -1.068, -1.444)
C (-1.423, -2.005, -0.404)
C (-0.200, -0.174, -1.338)
C (-0.726, -2.011, 0.739)
C (0.570, -0.078, -0.222)
C (0.284, -0.917, 0.900)
C (1.607, 1.038, -0.247)
C (0.972, 2.371, 0.068)
N (0.776, -0.628, 2.124)
O (2.841, 0.915, -0.335)
O (-0.333, 2.697, -0.095)
Cl (1.827, 3.485, 0.880)
H (-1.819, -0.976, -2.369)
H (-2.193, -2.665, -0.658)
H (-0.061, 0.417, -2.218)
H (-0.979, -2.556, 1.626)
H (0.576, -1.452, 2.713)
H (-0.468, 3.607, 0.280)

From a Mulliken analysis of the wavefunction, the atomic charges in e read: number 1, C, carries -0.66; number 2, C, carries -0.44; number 3, C, carries -0.19; number 4, C, carries -0.67; number 5, C, carries 0.22; number 6, C, carries 1.12; number 7, C, carries 0.02; number 8, C, carries 0.41; number 9, N, carries -0.65; number 10, O, carries -0.59; number 11, O, carries -0.41; number 12, Cl, carries -0.17; number 13, H, carries 0.35; number 14, H, carries 0.39; number 15, H, carries 0.41; number 16, H, carries 0.30; number 17, H, carries 0.25; number 18, H, carries 0.32



Values for E, hartree, ordered as above
-2850.85826; -351.24504; -973.75061
Values for max |F|, eV/Å, ordered as above
3.9; 3.0; 3.3